Molecular formula: C42H37N12O3RbS
Method: DFT, the ωB97M-V functional and the def2-TZVPD basis

Its total charge is -2. For the energy relative to the best compared isomer or geometry (same formula, charge and spin), the calculation gives 2.2 kJ/mol. Its total energy is -79671.3836 eV. The calculation puts the HOMO energy at -1.21 eV.

Last column: Löwdin charge in e.
Atoms and positions in Å:
1 Rb 0.43592 -0.91481 -0.14402  0.532
2 C 0.25707 3.51943 0.85957  -0.132
3 N -0.50869 2.40388 1.41422  -0.127
4 C -1.92278 2.49092 1.10088  -0.134
5 C -2.22745 2.46465 -0.38352  -0.283
6 C -3.42761 2.98558 -0.86436  -0.045
7 C -3.70552 2.89873 -2.21933  -0.082
8 C -2.76366 2.33115 -3.06602  -0.066
9 C -1.58324 1.86769 -2.50482  -0.113
10 N -1.32852 1.91406 -1.19803  0.135
11 C -0.33692 2.23058 2.84432  -0.141
12 C 0.92603 1.51879 3.27375  -0.266
13 C 1.35178 1.63465 4.59594  -0.034
14 C 2.51067 0.98765 4.98813  -0.084
15 C 3.21546 0.24387 4.05187  -0.068
16 C 2.70400 0.16837 2.76658  -0.122
17 N 1.58699 0.78762 2.38357  0.124
18 C 1.73746 3.23990 0.75761  -0.284
19 C 2.64158 3.69981 1.70612  -0.052
20 C 3.97066 3.31414 1.60246  -0.084
21 C 4.35473 2.50153 0.54870  -0.057
22 C 3.39273 2.13211 -0.38499  -0.094
23 N 2.11397 2.49906 -0.28747  0.152
24 H 0.08905 4.43862 1.45077  0.119
25 H -0.08815 3.68484 -0.15621  0.107
26 H -2.40084 3.38476 1.54403  0.129
27 H -2.40254 1.61836 1.56154  0.117
28 H -4.13349 3.44469 -0.18044  0.109
29 H -4.64157 3.27983 -2.61039  0.099
30 H -2.93672 2.24677 -4.13212  0.097
31 H -0.80277 1.43382 -3.12072  0.103
32 H -1.16303 1.61599 3.20272  0.091
33 H -0.39853 3.19945 3.37271  0.126
34 H 0.77152 2.22114 5.30013  0.108
35 H 2.86296 1.06495 6.01054  0.095
36 H 4.13557 -0.26459 4.31081  0.096
37 H 3.21076 -0.41804 2.00382  0.113
38 H 2.30414 4.31895 2.52978  0.105
39 H 4.68828 3.62799 2.35152  0.097
40 H 5.37461 2.15282 0.44245  0.096
41 H 3.65485 1.51388 -1.24021  0.077
42 N 1.18795 -4.06287 -4.01289  0.009
43 C 1.44863 -3.83657 -2.64499  -0.978
44 S 0.17863 -4.19901 -1.52573  0.346
45 N 2.63090 -3.34889 -2.43709  -0.049
46 N 2.99911 -3.26759 -1.14167  -0.029
47 C 3.74075 -2.29370 -0.75747  -0.168
48 C 4.22324 -1.11428 -1.51578  -0.157
49 C 5.51785 -0.66916 -1.25915  -0.099
50 C 6.13551 0.34333 -1.98931  -0.167
51 C 5.41593 0.92409 -3.03862  -0.155
52 C 4.10928 0.55288 -3.29042  -0.070
53 C 3.41199 -0.42657 -2.50448  -0.447
54 O 2.16408 -0.62381 -2.64012  -0.181
55 H 0.20480 -3.99842 -4.21735  0.024
56 H 1.77084 -3.47562 -4.59645  0.061
57 H 4.14179 -2.44173 0.24662  0.090
58 H 6.07840 -1.16700 -0.47057  0.096
59 H 7.15512 0.64312 -1.77393  0.070
60 H 5.88773 1.68442 -3.65572  0.082
61 H 3.54307 1.03090 -4.08557  0.095
62 N -5.58089 -1.64309 -5.37351  0.128
63 C -4.48654 -1.51181 -5.05001  -0.198
64 C -3.11044 -1.33137 -4.67027  -0.225
65 C -2.20394 -0.75278 -5.55596  -0.042
66 C -0.89190 -0.60199 -5.15764  -0.049
67 C -0.51893 -1.01946 -3.88222  -0.131
68 N -1.39464 -1.55455 -3.02768  0.096
69 C -2.64999 -1.71631 -3.41199  -0.091
70 H -2.54179 -0.43624 -6.53463  0.111
71 H -0.15599 -0.15964 -5.81673  0.108
72 H 0.51718 -0.92866 -3.52976  0.078
73 H -3.33026 -2.16675 -2.69391  0.116
74 O 0.41626 -2.18905 2.35042  -0.104
75 C -0.52310 -1.85282 3.06470  -0.547
76 C -0.90102 -2.62189 4.34053  -0.097
77 C -2.09477 -1.84081 4.87445  -0.108
78 C -2.22793 -0.67857 3.87767  -0.545
79 O -3.06014 0.22323 4.02542  -0.036
80 N -1.33504 -0.77510 2.86588  0.142
81 H -0.03887 -2.62572 5.00832  0.107
82 H -1.12547 -3.65698 4.07933  0.109
83 H -1.95418 -1.43560 5.87665  0.102
84 H -3.02400 -2.41301 4.87247  0.102
85 N -4.65014 -5.24126 2.68101  0.143
86 C -4.44569 -4.25834 2.12332  -0.184
87 C -4.24560 -3.01323 1.42636  -0.204
88 C -5.26661 -2.06950 1.39587  -0.022
89 C -5.05365 -0.88377 0.72248  -0.041
90 C -3.82545 -0.68392 0.10986  -0.120
91 N -2.84553 -1.57749 0.13707  0.096
92 C -3.04728 -2.72334 0.77633  -0.071
93 H -6.20386 -2.27706 1.89521  0.116
94 H -5.81842 -0.12032 0.67878  0.103
95 H -3.62068 0.23695 -0.42703  0.096
96 H -2.22500 -3.43679 0.77808  0.127